Entry 1:
This record from OMol25 describes 7 unconnected molecules or ions with the total composition C20H55BCl2O8P in a non-equilibrium geometry. The level of theory is ωB97M-V/def2-TZVPD.

```
87
Properties=species:S:1:pos:R:3:forces:R:3:lowdin_charge:R:1
C -3.779 1.379 2.293 -0.4 1.0 -0.3 -0.145
O -2.445 0.988 2.503 0.0 -0.3 0.0 -0.189
C -1.647 1.254 1.355 0.2 -0.1 -0.7 -0.242
C -0.573 0.162 1.127 -0.5 -0.1 1.2 -0.172
C 0.551 0.137 2.196 0.5 0.5 -0.3 -0.213
C 1.565 1.321 2.099 0.8 -0.8 0.0 -0.215
C 2.770 0.971 1.138 -0.8 0.9 1.2 -0.207
C 3.950 1.930 1.457 0.1 -0.9 0.0 -0.262
C 5.255 1.646 0.654 0.2 0.7 0.0 -0.284
B 5.284 2.333 -0.836 -0.9 -1.2 0.5 -1.163
Cl 5.166 4.219 -0.594 0.2 0.2 -0.3 0.407
P 7.000 2.056 -1.687 2.3 0.4 0.3 0.543
O 7.511 0.428 -1.526 -1.1 0.6 -0.5 -0.413
Cl 6.799 2.322 -3.816 -0.4 -0.4 0.2 0.014
H -3.844 2.468 2.053 0.2 -0.4 0.0 0.093
H -4.399 1.234 3.186 0.5 -0.3 -0.2 0.075
H -4.251 0.842 1.447 0.3 0.1 0.4 0.078
H -1.194 2.263 1.461 -0.2 -0.4 -0.2 0.122
H -2.319 1.246 0.467 0.4 0.2 0.3 0.113
H -0.150 0.258 0.112 -0.1 0.0 0.4 0.114
H -1.109 -0.808 1.205 0.2 0.4 -0.3 0.112
H 0.170 0.104 3.234 -0.3 -0.1 -0.6 0.105
H 1.134 -0.793 2.029 -0.3 0.4 0.2 0.099
H 2.036 1.468 3.095 -0.4 0.0 -0.4 0.100
H 1.104 2.291 1.837 0.1 -0.5 0.0 0.103
H 2.392 1.051 0.105 0.6 -0.2 0.2 0.109
H 3.051 -0.068 1.407 0.0 0.4 -0.5 0.105
H 4.196 1.777 2.534 -0.3 0.1 -0.5 0.101
H 3.596 2.974 1.381 0.3 -0.3 -0.2 0.086
H 6.079 2.117 1.229 -0.3 -0.5 -0.2 0.061
H 5.459 0.554 0.592 -0.2 0.5 0.1 0.090
H 4.388 1.970 -1.540 -0.3 0.0 -0.2 0.015
H 8.258 0.277 -2.121 0.0 0.2 0.2 -0.007
C -7.961 -0.016 1.642 0.4 0.1 -0.1 -0.090
C -6.768 -0.953 1.687 -0.2 0.1 0.2 -0.305
O -5.868 -0.576 2.725 -0.1 -0.2 -0.1 -0.104
H -7.630 1.012 1.480 0.1 -0.1 -0.1 0.082
H -8.648 -0.296 0.843 0.0 0.0 0.0 0.065
H -8.498 -0.033 2.584 -0.1 -0.1 0.0 0.049
H -6.216 -0.918 0.746 0.1 0.0 0.1 0.110
H -7.093 -1.985 1.857 0.0 0.0 -0.2 0.107
H -6.350 -0.618 3.555 0.0 0.0 0.1 0.085
C -12.714 0.268 1.691 0.2 -0.1 0.0 -0.100
C -11.515 -0.659 1.758 -0.3 0.1 0.4 -0.307
O -10.628 -0.272 2.808 -0.1 -0.1 0.0 -0.108
H -12.391 1.297 1.529 0.0 0.0 -0.1 0.080
H -13.387 -0.019 0.887 0.0 0.0 0.1 0.059
H -13.268 0.250 2.633 -0.1 -0.1 -0.1 0.075
H -10.953 -0.623 0.825 0.1 0.0 0.1 0.102
H -11.834 -1.693 1.929 0.0 0.0 -0.2 0.110
H -11.121 -0.315 3.632 -0.1 0.0 0.1 0.084
C -15.893 2.695 -1.338 0.0 0.0 -0.1 -0.094
C -16.156 1.466 -0.488 0.0 0.4 0.2 -0.314
O -15.311 1.452 0.659 -0.1 -0.2 -0.2 -0.098
H -14.849 2.722 -1.657 0.0 -0.1 0.0 0.077
H -16.531 2.705 -2.223 0.0 0.0 0.0 0.073
H -16.077 3.608 -0.765 -0.1 0.0 0.0 0.072
H -15.952 0.559 -1.057 0.1 0.0 0.1 0.112
H -17.201 1.440 -0.161 -0.1 -0.1 -0.2 0.107
H -15.497 2.246 1.167 0.0 0.1 0.1 0.084
C 9.799 -3.629 -2.826 0.0 0.0 0.2 -0.103
C 8.997 -2.582 -3.575 0.3 -0.1 -0.1 -0.310
O 9.765 -1.393 -3.741 -0.3 0.2 0.2 -0.086
H 10.100 -3.250 -1.847 -0.1 0.1 0.0 0.076
H 9.218 -4.541 -2.688 0.1 0.0 0.0 0.061
H 10.714 -3.878 -3.370 -0.1 -0.1 -0.1 0.064
H 8.096 -2.321 -3.020 0.1 0.2 0.0 0.112
H 8.700 -2.954 -4.561 -0.1 -0.1 0.1 0.107
H 10.552 -1.626 -4.238 0.1 0.0 -0.1 0.072
C 9.631 -8.270 -3.945 0.0 0.0 0.1 -0.096
C 8.847 -7.209 -4.695 0.4 -0.1 -0.1 -0.317
O 9.626 -6.028 -4.862 -0.2 0.1 0.1 -0.093
H 9.936 -7.897 -2.967 -0.1 0.0 0.0 0.075
H 9.034 -9.174 -3.807 0.0 0.0 0.0 0.072
H 10.543 -8.533 -4.488 -0.1 -0.1 0.0 0.070
H 7.950 -6.935 -4.141 0.1 0.1 0.0 0.113
H 8.544 -7.577 -5.682 -0.1 -0.1 0.1 0.106
H 10.412 -6.266 -5.359 0.1 0.0 -0.1 0.080
C 9.777 5.102 1.322 0.1 0.1 0.1 -0.102
C 9.365 3.642 1.254 -0.4 0.1 -0.3 -0.335
O 7.954 3.517 1.252 0.3 0.2 0.3 -0.132
H 9.372 5.571 2.221 0.0 -0.1 0.0 0.069
H 10.866 5.203 1.331 0.0 0.0 0.0 0.064
H 9.382 5.653 0.465 0.1 -0.1 0.0 0.073
H 9.744 3.099 2.121 -0.1 0.0 0.0 0.106
H 9.763 3.170 0.348 0.2 0.0 0.0 0.099
H 7.618 3.989 0.476 -0.2 -0.2 0.0 0.012
```
Forces are in eV/Å.

Output
Molecular weight   536.34 g/mol
Total charge   -1
E_tot   -73023.45130 eV
Gap between HOMO and LUMO   5.1 eV
HOMO energy   -3.6 eV

Entry 2:
This record from OMol25 describes a molecular structure, C20H55CdN5O5 in a non-equilibrium geometry. The level of theory is ωB97M-V/def2-TZVPD.

```
86
Properties=species:S:1:pos:R:3:forces:R:3:lowdin_charge:R:1
Cd -0.211 0.473 -0.064 1.1 -0.4 -0.9 1.434
C 3.705 2.131 -1.831 0.8 -1.9 0.5 -0.022
C 2.784 1.960 -0.622 1.8 2.6 0.2 -0.390
C 2.672 3.367 -0.007 -2.0 -1.3 -0.8 -0.170
O 1.691 3.137 1.012 0.5 1.3 1.0 -0.303
C 1.867 4.157 2.018 -0.1 -0.3 0.0 -0.047
N 1.501 1.400 -1.063 1.6 1.0 -0.1 -0.018
H 3.143 2.472 -2.701 0.3 0.2 0.0 0.099
H 4.113 1.135 -2.008 -0.2 -0.2 -0.7 0.084
H 4.636 2.668 -1.654 -0.4 0.6 0.1 0.105
H 3.222 1.446 0.233 0.1 -0.8 -0.4 0.149
H 2.214 4.122 -0.646 0.1 0.0 -0.6 0.142
H 3.639 3.787 0.269 0.0 -0.4 0.7 0.148
H 2.142 5.087 1.521 -0.2 0.2 0.3 0.104
H 2.682 3.828 2.663 -0.1 0.3 0.2 0.098
H 0.933 4.262 2.570 0.1 0.1 0.1 0.097
H 1.324 2.066 -1.802 -0.9 0.0 -0.5 0.094
H 1.750 0.546 -1.542 0.3 -0.4 -0.6 0.021
C 1.844 1.083 3.830 0.5 -0.2 -0.5 0.001
C 1.195 0.032 2.874 0.3 0.5 1.7 -0.340
C 0.273 -0.915 3.642 0.5 0.1 -0.8 -0.175
O 0.011 -1.991 2.799 -1.1 -1.7 0.4 -0.319
C -0.773 -3.091 3.505 1.6 1.7 -2.4 0.058
N 0.408 0.844 1.952 0.0 0.8 1.5 0.006
H 1.158 1.910 4.012 -0.1 0.1 0.0 0.092
H 2.706 1.452 3.273 0.0 0.4 0.2 0.085
H 2.208 0.784 4.813 -0.1 -0.6 -0.2 0.106
H 1.971 -0.403 2.244 0.1 -0.8 0.6 0.138
H -0.705 -0.464 3.810 0.1 0.7 0.6 0.139
H 0.728 -1.226 4.582 0.0 -0.1 0.1 0.148
H 0.060 -3.438 4.116 -1.3 -0.7 0.9 0.118
H -1.015 -3.742 2.665 0.2 -0.5 0.4 0.084
H -1.720 -2.646 3.811 0.4 -0.2 1.0 0.101
H -0.235 1.269 2.604 -1.4 0.0 -0.3 0.102
H 0.979 1.665 1.811 0.8 0.6 -1.0 0.035
C -2.986 3.878 0.043 -0.3 0.6 0.0 -0.019
C -2.145 2.703 0.476 -1.4 -1.8 1.7 -0.416
C -2.985 1.369 0.548 0.4 0.3 0.3 -0.083
O -2.134 0.124 0.619 -3.5 0.7 1.9 -0.378
C -2.891 -0.953 1.252 -1.6 0.4 -0.1 -0.047
N -1.012 2.439 -0.366 -0.6 1.8 -0.6 -0.008
H -2.448 4.813 0.200 0.3 0.0 -0.2 0.102
H -3.893 4.030 0.628 -0.1 -0.4 0.1 0.109
H -3.288 3.831 -1.003 0.0 -0.1 -0.1 0.100
H -1.754 2.902 1.474 -0.1 0.0 0.2 0.140
H -3.637 1.296 -0.321 0.0 -0.2 -0.1 0.133
H -3.605 1.451 1.441 0.0 -0.4 0.0 0.138
H -3.767 -1.110 0.622 0.1 -0.4 -0.2 0.105
H -3.346 -0.670 2.201 0.4 0.6 0.2 0.102
H -2.415 -1.911 1.461 0.8 0.4 -0.7 0.079
H -1.404 2.653 -1.272 0.5 -0.2 -0.9 0.108
H -0.351 3.175 -0.164 0.8 0.1 -0.1 0.094
C -2.750 -0.443 -3.817 -0.3 0.1 0.0 -0.026
C -2.263 -0.947 -2.458 -3.4 0.6 1.0 -0.378
C -2.169 -2.498 -2.523 1.2 1.2 1.8 -0.087
O -1.804 -3.004 -1.183 -0.2 1.8 -1.4 -0.260
C -1.905 -4.397 -1.044 -0.6 -0.7 -0.7 -0.074
N -1.054 -0.170 -2.044 0.0 -2.2 -2.0 0.033
H -1.982 -0.481 -4.589 0.1 -0.2 -0.1 0.100
H -3.110 0.585 -3.773 0.2 0.2 0.2 0.093
H -3.626 -1.000 -4.148 0.2 -0.2 -0.1 0.107
H -2.939 -0.570 -1.691 -0.9 -0.9 -0.2 0.116
H -1.396 -2.595 -3.285 0.6 -1.0 0.1 0.131
H -3.037 -3.045 -2.891 -0.3 0.6 0.1 0.150
H -1.570 -4.670 -0.044 0.3 -0.1 -0.3 0.092
H -1.383 -4.846 -1.889 0.5 -0.5 0.5 0.106
H -2.935 -4.739 -1.143 -0.2 0.1 0.1 0.105
H -1.101 0.602 -2.693 0.5 0.5 0.0 0.089
H -0.487 -0.865 -2.509 2.2 0.6 0.1 0.066
C 1.667 -3.356 0.726 0.7 -0.8 -1.0 0.004
C 1.495 -2.110 -0.110 0.4 1.8 -1.6 -0.315
C 1.805 -2.258 -1.658 -0.9 -0.3 0.6 -0.115
O 1.752 -0.989 -2.309 -1.2 -0.4 1.0 -0.310
C 2.159 -0.975 -3.669 2.2 0.2 0.3 -0.049
N 0.135 -1.590 0.233 1.6 -1.8 -0.9 0.063
H 1.766 -3.235 1.805 -0.3 0.3 -0.3 0.098
H 2.552 -3.890 0.381 0.1 -0.1 0.0 0.112
H 0.816 -3.977 0.446 0.0 -0.4 0.4 0.095
H 2.072 -1.239 0.197 1.0 -0.4 0.3 0.121
H 1.062 -2.889 -2.146 -0.3 -0.3 0.1 0.127
H 2.753 -2.768 -1.828 0.3 0.2 0.3 0.146
H 3.241 -1.010 -3.539 0.3 -0.4 -0.9 0.103
H 2.000 0.010 -4.108 -0.7 -0.1 0.1 0.101
H 1.834 -1.805 -4.296 -0.4 0.1 0.2 0.110
H -0.584 -2.190 -0.145 -1.0 -0.1 -1.2 0.060
H 0.146 -1.833 1.213 -0.7 0.8 1.7 0.023
```
Forces are in eV/Å.

Output
Expectation value of S²   0.76
Multiplicity   2
Molecular weight   558.10 g/mol
Total charge   +3
E_tot   -43853.21717 eV
Gap between HOMO and LUMO (spin up / spin down)   11.1 / 5.5 eV
HOMO energy (spin up / spin down)   -18.4 / -18.3 eV